Entry 1:
ORCA calculation (ωB97M-V with the def2-TZVPD basis set) on a gas-phase ion, C4H9N2O (charge +1) in a non-equilibrium geometry.

The geometry in XYZ format:
```
16
Properties=species:S:1:pos:R:3
C 0.035 -1.069 0.015
C -2.131 -0.023 0.210
C 0.786 0.435 0.266
C -0.227 1.421 -0.143
N 2.081 0.423 -0.278
N -1.361 -1.010 -0.462
O -1.477 1.257 -0.171
H 0.726 -1.594 -0.670
H 0.164 -1.723 0.811
H -3.032 -0.105 -0.310
H -2.075 -0.250 1.212
H 0.974 0.560 1.300
H 0.246 2.227 -0.589
H 2.757 0.335 0.453
H 2.137 1.151 -0.947
H -1.552 -1.055 -1.464
```

The total charge is +1. As for the electronic energy: -342.20477 hartree. The value obtained for the orbital gap is 8.149 eV.

Entry 2:
ORCA calculation (ωB97M-V with the def2-TZVPD basis set) on 2 unconnected molecules or ions with the total composition C3H4ClNO2 in a non-equilibrium geometry.

The geometry in XYZ format:
```
11
Properties=species:S:1:pos:R:3
O 1.560 -1.146 1.231
C 0.377 -1.171 1.460
C -0.749 -0.871 0.629
N -1.828 -0.986 0.211
O -2.792 -1.072 -0.437
H 0.050 -1.531 2.594
C 0.553 1.282 -1.002
Cl 1.410 2.268 -2.190
H -0.195 0.801 -1.695
H 0.201 1.803 -0.143
H 1.413 0.622 -0.658
```

As for the electronic energy: -781.98958 hartree. The value obtained for the orbital gap is 9.727 eV. The SMILES is O=CC#[N+][O-].CCl.

Entry 3:
ORCA calculation (ωB97M-V with the def2-TZVPD basis set) on a single C5H12O2 molecule.

The geometry in XYZ format:
```
19
Properties=species:S:1:pos:R:3
C -0.843 2.566 0.341
C -0.935 1.072 0.630
C -0.256 0.217 -0.441
O 1.089 0.619 -0.639
C -0.388 -1.287 -0.099
C 0.830 -2.112 -0.472
O 1.876 -1.748 0.434
H -1.325 3.154 1.129
H 0.205 2.869 0.272
H -1.326 2.815 -0.611
H -1.985 0.758 0.718
H -0.460 0.849 1.596
H -0.751 0.408 -1.403
H 1.632 0.094 -0.028
H -1.271 -1.703 -0.597
H -0.544 -1.416 0.979
H 1.131 -1.910 -1.508
H 0.608 -3.184 -0.374
H 2.714 -2.061 0.073
```

As for the electronic energy: -348.17692 hartree. The value obtained for the orbital gap is 10.646 eV. The SMILES is CC[C@@H](O)CCO.

Entry 4:
ORCA calculation (ωB97M-V with the def2-TZVPD basis set) on 2 unconnected molecules or ions with the total composition C4H7N3O in a non-equilibrium geometry.

The geometry in XYZ format:
```
15
Properties=species:S:1:pos:R:3
C -1.218 -0.668 -0.662
C 0.478 -1.014 0.867
C 0.773 0.211 0.188
C 1.399 1.383 0.994
H -2.632 1.133 -0.354
H -2.042 0.509 -2.661
H -1.999 -1.613 -1.877
H 0.591 -2.066 0.397
H 0.654 -1.278 1.940
H 0.925 0.038 -0.969
H 0.838 1.776 2.070
N -2.160 0.350 -1.073
N -0.940 -1.811 -1.326
N -0.609 -0.102 0.533
O 2.629 1.622 0.774
```

As for the electronic energy: -395.84628 hartree. The value obtained for the orbital gap is 8.630 eV.

Entry 5:
ORCA calculation (ωB97M-V with the def2-TZVPD basis set) on a single HIS molecule in a non-equilibrium geometry.

The geometry in XYZ format:
```
3
Properties=species:S:1:pos:R:3
S 0.714 0.781 0.004
I -1.771 -0.389 0.007
H 1.057 -0.393 -0.011
```

As for the electronic energy: -696.44198 hartree. The value obtained for the orbital gap is 7.208 eV. The SMILES is SI.

Entry 6:
ORCA calculation (ωB97M-V with the def2-TZVPD basis set) on a single C4H7NO molecule.

The geometry in XYZ format:
```
13
Properties=species:S:1:pos:R:3
C 1.032 -0.941 1.023
N 0.645 -0.197 -0.162
C 0.103 1.176 -0.122
C -1.155 0.673 -0.862
C -0.450 -0.682 -0.867
O -0.729 -1.811 -1.179
H 0.144 -1.438 1.441
H 1.771 -1.708 0.792
H 1.439 -0.253 1.768
H 0.710 1.886 -0.692
H -0.051 1.559 0.893
H -2.038 0.615 -0.214
H -1.422 1.120 -1.818
```

As for the electronic energy: -286.58589 hartree. The value obtained for the orbital gap is 10.397 eV. The SMILES is CN1CCC1=O.